# 1
The molecule C3H9N3O2. Source: the Open Molecules 2025 dataset; level of theory: ωB97M-V with the def2-TZVPD basis set.

Output
- maximum force (Eh/bohr) = 0.06711
- DFT total energy (eV) = -11817.536
- spin multiplicity = 1
- HOMO energy (eV) = -7.88
- energy relative to the best compared isomer or geometry (same formula, charge and spin) (eV) = 6.524
- gap between HOMO and LUMO (eV) = 7.52

XYZ file:
```
17
Properties=species:S:1:pos:R:3:nbo_charge:R:1
H -0.21 -1.78 -1.29 0.425
H 2.41 1.15 1.02 0.377
O -1.59 -0.52 0.23 -0.487
C 0.98 -0.28 0.86 -0.315
H 0.93 -1.37 0.73 0.180
C -0.35 0.47 0.20 0.455
H 0.45 1.06 -1.76 0.213
H -0.10 -0.98 -2.82 0.420
N 2.28 0.27 0.52 -0.859
N -2.76 0.13 0.65 -0.490
H -3.02 0.83 -0.04 0.326
N 0.07 -0.97 -1.82 -0.685
H 3.03 -0.37 0.78 0.368
C 0.19 0.18 -1.17 0.333
H -2.50 0.67 1.48 0.346
H 0.76 -0.14 1.93 0.191
O -0.58 1.67 0.50 -0.798
```



# 2
The molecule C16H25NO4Si. Source: the Open Molecules 2025 dataset; level of theory: ωB97M-V with the def2-TZVPD basis set.

Output
- maximum force (Eh/bohr) = 0.06167
- DFT total energy (eV) = -34553.420
- spin multiplicity = 1
- HOMO energy (eV) = -8.33
- energy relative to the best compared isomer or geometry (same formula, charge and spin) (eV) = 1.517
- gap between HOMO and LUMO (eV) = 9.02

XYZ file:
```
47
Properties=species:S:1:pos:R:3:nbo_charge:R:1
O -1.56 -0.23 2.73 -0.529
C 1.73 1.87 0.29 -0.117
H 3.47 -1.40 0.66 0.216
C 1.47 3.50 -1.21 0.088
H -0.69 2.41 2.55 0.244
C -3.14 0.67 -2.14 -1.148
H -3.75 1.92 0.25 0.233
C 1.49 -0.60 0.02 -0.244
C 0.04 -1.11 -0.18 0.569
O -0.44 -1.43 1.15 -0.392
H -2.05 2.23 0.64 0.230
H -2.75 -1.73 1.07 0.275
C 1.52 0.58 1.01 -0.243
H -0.03 -3.27 -0.31 0.224
C -3.02 -1.59 0.00 -1.160
H 1.06 2.42 2.87 0.226
C 2.90 2.56 0.16 0.092
H 2.04 -2.25 1.24 0.214
H -2.70 1.63 -2.42 0.237
H -0.19 2.13 -0.83 0.244
H -2.53 -2.39 -0.56 0.230
H -0.79 -2.44 -1.68 0.229
C 2.61 -2.75 -0.82 -0.403
H -4.22 0.74 -2.00 0.240
H -2.95 0.00 -2.99 0.237
C 0.17 1.80 2.84 -0.658
Si -2.39 0.09 -0.55 1.903
H 2.39 0.43 1.66 0.226
H 1.80 -0.10 -0.94 0.234
C 0.08 -2.42 -1.01 -0.445
C 0.33 0.68 1.90 0.195
H 3.79 2.29 0.73 0.206
H -4.06 -1.71 -0.08 0.237
O 2.76 3.56 -0.73 -0.398
N -0.57 -0.29 1.95 0.327
H 1.52 -1.90 -2.50 0.200
H 2.71 -3.78 -0.43 0.208
C 0.82 2.45 -0.63 -0.313
H -3.00 1.11 1.67 0.273
C -2.84 1.47 0.66 -1.153
H 1.03 4.20 -1.90 0.210
H 1.32 -3.64 -2.37 0.221
C 1.40 -2.71 -1.77 -0.398
C 2.46 -1.77 0.36 -0.415
H -0.07 1.40 3.82 0.248
H 3.53 -2.55 -1.42 0.211
O -0.72 -0.06 -0.78 -0.910
```



# 3
A cluster of 3 separate species, C12H26Br4F2NO5P in total. Source: the Open Molecules 2025 dataset; level of theory: ωB97M-V with the def2-TZVPD basis set.

Output
- maximum force (Eh/bohr) = 0.07123
- DFT total energy (eV) = -319485.713
- spin multiplicity = 1
- HOMO energy (eV) = -9.60
- energy relative to the best compared isomer or geometry (same formula, charge and spin) (eV) = 1.096
- gap between HOMO and LUMO (eV) = 9.91

XYZ file:
```
51
Properties=species:S:1:pos:R:3:nbo_charge:R:1
F -4.35 -1.79 2.44 -0.265
H -0.98 -4.51 -3.62 0.160
H -1.25 0.56 3.35 0.503
C -1.74 -0.39 -1.89 0.203
H -2.88 1.46 -1.65 0.207
H 5.64 1.12 2.32 0.232
O -2.04 -3.50 -2.10 -0.539
H -3.90 -3.61 1.81 0.344
H 3.54 -0.34 1.78 0.267
H 4.65 6.32 -1.22 0.229
C -2.16 -2.63 2.36 -0.287
C -1.13 -2.04 1.28 -0.234
H 4.28 6.19 1.18 0.228
H 5.88 -0.16 1.11 0.232
P -0.10 -0.63 1.99 2.226
H -0.32 -3.51 -0.97 0.177
O -1.88 -1.68 0.15 -0.520
C -1.05 -1.48 -1.00 0.035
Br 5.97 2.06 0.03 -0.028
H -2.47 0.73 -0.09 0.225
H 3.04 7.02 -0.96 0.231
H -0.04 -1.08 -0.76 0.201
H -1.89 -3.66 2.67 0.210
O -0.60 -0.13 3.50 -0.956
Br 1.89 5.58 1.33 -0.022
H -1.70 -2.95 -4.09 0.185
Br 2.86 2.02 2.00 -0.030
C -2.79 0.48 -1.12 -0.432
H -2.27 -1.97 3.25 0.234
O -0.21 0.71 0.98 -0.992
C 5.34 0.76 1.34 -0.442
H -0.42 -2.88 1.06 0.226
C 3.85 0.54 1.22 -0.448
H 4.03 4.54 0.58 0.246
C -1.89 -3.87 -3.48 -0.255
H -0.12 -2.69 -2.54 0.187
Br 2.92 4.82 -2.13 -0.016
C -0.84 -2.85 -1.71 -0.086
C -4.22 -0.17 -1.08 -0.621
C 3.64 6.12 -0.87 -0.446
F -2.40 -0.90 -3.01 -0.372
H -4.15 -1.24 -1.37 0.227
O 1.35 -1.10 2.00 -1.111
H 0.46 1.33 1.33 0.518
C 3.67 5.57 0.53 -0.451
N -3.51 -2.68 1.75 -0.199
H 3.51 0.44 0.19 0.233
H -2.76 -4.43 -3.84 0.198
H -0.94 0.28 -2.28 0.170
H -4.55 -0.14 -0.01 0.213
H -4.97 0.34 -1.71 0.207
```



# 4
A cluster of 2 separate species, C3H7NO2 in total. Source: the Open Molecules 2025 dataset; level of theory: ωB97M-V with the def2-TZVPD basis set.

Output
- maximum force (Eh/bohr) = 0.01593
- DFT total energy (eV) = -8809.520
- spin multiplicity = 1
- HOMO energy (eV) = -10.69
- energy relative to the best compared isomer or geometry (same formula, charge and spin) (eV) = 1.009
- gap between HOMO and LUMO (eV) = 11.33

XYZ file:
```
13
Properties=species:S:1:pos:R:3:nbo_charge:R:1
H -1.19 0.68 0.05 0.214
H -0.20 2.13 0.30 0.221
O 0.43 -1.04 1.12 -0.737
H 1.54 0.69 1.47 0.172
H 1.31 0.26 -0.24 0.164
H 1.23 -1.57 1.25 0.481
O -0.70 0.11 -3.04 -0.529
C -0.43 1.14 0.69 -0.630
C 0.82 0.28 0.74 -0.070
C -0.71 -0.71 -2.19 0.847
H -0.46 -1.60 -0.43 0.443
N -0.78 -1.62 -1.40 -0.791
H -0.86 1.25 1.69 0.216
```



# 5
The molecule C4H7NO. Source: the Open Molecules 2025 dataset; level of theory: ωB97M-V with the def2-TZVPD basis set.

Output
- maximum force (Eh/bohr) = 0.09976
- DFT total energy (eV) = -7796.349
- spin multiplicity = 1
- HOMO energy (eV) = -9.68
- energy relative to the best compared isomer or geometry (same formula, charge and spin) (eV) = 3.295
- gap between HOMO and LUMO (eV) = 10.65

XYZ file:
```
13
Properties=species:S:1:pos:R:3:nbo_charge:R:1
H -1.32 -1.22 1.12 0.194
N 1.62 -0.60 -0.40 -0.454
H 2.60 1.24 -0.30 0.201
C -1.03 -0.73 0.23 0.003
H -1.22 0.82 -1.16 0.226
O -0.55 -1.59 -0.86 -0.459
C -1.88 0.38 -0.40 -0.642
H -2.71 -0.04 -1.05 0.235
C 0.39 -0.92 -0.18 0.515
H 1.27 0.97 0.97 0.180
H 2.88 0.14 1.13 0.204
H -2.12 1.04 0.39 0.218
C 2.07 0.52 0.50 -0.422
```



# 6
A cluster of 2 separate species, C4H8NO in total. Source: the Open Molecules 2025 dataset; level of theory: ωB97M-V with the def2-TZVPD basis set.

Output
- maximum force (Eh/bohr) = 0.07405
- DFT total energy (eV) = -7803.037
- spin multiplicity = 1
- charge = +1
- HOMO energy (spin up / spin down) (eV) = -14.59 / -14.59
- energy relative to the best compared isomer or geometry (same formula, charge and spin) (eV) = 5.066
- gap between HOMO and LUMO (spin up / spin down) (eV) = 7.56 / 7.56

XYZ file:
```
14
Properties=species:S:1:pos:R:3:nbo_charge:R:1
N 0.36 0.30 -0.07 -0.333
H -1.61 0.69 1.95 0.214
H 1.84 1.74 -0.73 0.218
C 1.68 0.89 -0.09 -0.226
H 2.18 0.93 0.87 0.241
H 1.79 -1.43 -0.41 0.254
C 0.22 -0.06 -1.47 0.247
O -0.71 -1.02 -1.70 -0.685
C 1.43 -0.45 -0.67 -0.108
H -2.14 -0.65 0.77 0.220
H -1.11 -0.94 -2.57 0.515
C -1.53 -0.31 1.59 0.040
H 0.31 0.75 -2.19 0.192
H -0.92 -1.03 2.13 0.212
```



- spin multiplicity of number 4 (C3H7NO2)?
  1



- Look up the maximum force of the sixth one.
  0.07405 Eh/bohr



- Among the records above, which one has the highest DFT total energy?
  C4H7NO